{
  "formula": "H5O3",
  "method": "ωB97M-V/def2-TZVPD",
  "relative_energy_kcal_mol": 22.9,
  "gap_ev": 9.1,
  "total_charge": -1,
  "e_homo_ha": -0.151,
  "spin_multiplicity": 1,
  "symbols": ["O", "H", "O", "H", "H", "O", "H", "H"],
  "positions_angstrom": [[0.154, -1.457, -0.975], [0.398, -0.226, -0.841], [-0.376, 0.004, 2.069], [-0.357, 0.873, 1.856], [-0.182, -0.369, 1.283], [0.574, 1.049, -0.639], [-0.233, -1.585, -1.770], [0.023, 1.711, -0.984]],
  "forces_ev_per_angstrom": [[2.3763, 1.9957, 4.3585], [-0.7493, -0.3743, -0.5354], [-1.2325, -1.9940, 5.2228], [0.1877, 4.3033, -0.9661], [1.0781, -2.4024, -4.3946], [1.5783, -2.0319, 1.0929], [-1.8742, -0.4147, -3.8652], [-1.3644, 0.9182, -0.9129]]
}